[1]
C26H23Cl3FN3O5RuSi | ωB97M-V/def2-TZVPD

As for the expectation value of S²: 6.040. The value obtained for the HOMO energy (spin up / spin down) is -7.56 / -8.45 eV. The LUMO energy (spin up / spin down) is -0.20 / -1.52 eV. Its energy above the lowest of the compared OMol25 structures with the same formula, charge and spin is 79.02 kJ/mol. Its spin multiplicity is 5. Its largest force on an atom is 0.6 eV/A.

Each line ends with the natural charge from an NBO analysis.
CARTESIAN COORDINATES (ANGSTROEM)
Ru  0.733  -1.508  1.234  1.111
C  0.553  -5.320  3.052  -0.692
C  1.016  -3.916  2.817  0.557
O  0.139  -3.053  2.579  -0.623
C  2.414  -3.621  2.959  -0.393
C  2.953  -2.360  3.082  0.292
C  4.297  -2.147  3.695  -0.664
N  2.237  -1.273  2.677  -0.302
N  2.659  -0.109  3.138  -0.348
C  1.754  0.864  2.805  0.592
O  0.667  0.609  2.260  -0.621
C  2.124  2.255  3.172  -0.074
C  1.209  3.277  2.941  -0.179
C  1.540  4.587  3.252  -0.220
C  2.785  4.878  3.794  -0.192
C  3.700  3.859  4.026  -0.223
C  3.371  2.548  3.717  -0.178
H  -0.397  -5.470  2.548  0.250
H  0.420  -5.483  4.124  0.241
H  1.291  -6.037  2.694  0.230
H  3.052  -4.457  3.208  0.222
H  4.781  -3.101  3.888  0.221
H  4.193  -1.597  4.631  0.249
H  4.919  -1.535  3.041  0.245
H  0.244  3.029  2.519  0.229
H  0.828  5.381  3.069  0.215
H  3.044  5.902  4.036  0.213
H  4.671  4.088  4.446  0.214
H  4.074  1.745  3.889  0.232
C  -4.704  -0.732  -4.388  -0.624
C  -3.225  -0.483  -4.651  -0.024
C  -2.956  0.757  -5.492  -0.404
C  -3.394  2.013  -4.751  -0.429
C  -2.783  2.056  -3.374  -0.034
C  -2.603  3.247  -2.710  -0.232
C  -2.023  3.270  -1.443  0.376
F  -1.867  4.466  -0.846  -0.319
C  -1.608  2.138  -0.812  -0.190
C  -1.777  0.912  -1.470  -0.179
C  -1.311  -0.308  -0.821  0.599
O  -0.849  -0.222  0.344  -0.693
C  -1.427  -1.511  -1.556  -0.346
C  -2.035  -1.475  -2.779  0.162
N  -2.493  -0.366  -3.372  -0.354
C  -2.360  0.869  -2.738  0.225
C  -0.888  -2.835  -1.104  0.800
O  -1.232  -3.852  -1.683  -0.646
O  -0.034  -2.808  -0.132  -0.745
H  -5.254  -0.766  -5.330  0.221
H  -5.133  0.056  -3.767  0.214
H  -4.848  -1.680  -3.870  0.228
H  -2.796  -1.351  -5.150  0.218
H  -3.487  0.660  -6.440  0.224
H  -1.889  0.811  -5.718  0.219
H  -4.484  2.040  -4.673  0.220
H  -3.105  2.907  -5.303  0.231
H  -2.899  4.181  -3.171  0.230
H  -1.147  2.154  0.167  0.258
H  -2.159  -2.404  -3.322  0.245
Cl  3.636  0.589  0.094  -0.376
Si  2.433  -1.023  -0.347  1.080
Cl  1.771  -0.668  -2.263  -0.379
Cl  3.658  -2.680  -0.421  -0.377

Atoms 1-6, force components in eV/Å:
-0.1 0.4 -0.2
0.0 -0.1 0.1
0.0 0.3 0.0
0.0 -0.2 0.0
0.0 -0.2 0.1
-0.2 0.2 -0.2

[2]
C34H29FGdN8O3SSi | ωB97M-V/def2-TZVPD

As for the expectation value of S²: 16.037. The value obtained for the HOMO energy (spin up / spin down) is -10.74 / -10.60 eV. The LUMO energy (spin up / spin down) is -4.07 / -5.44 eV. Its charge is +1. Its spin multiplicity is 8. Its largest force on an atom is 4.0 eV/A.

Each line ends with the Mulliken spin population.
CARTESIAN COORDINATES (ANGSTROEM)
Gd  0.667  -0.968  -0.658  6.609
C  -1.279  2.272  -3.545  0.000
C  -0.580  1.197  -3.011  -0.002
N  -0.588  0.948  -1.698  0.029
C  -1.259  1.808  -0.897  -0.003
C  -1.935  2.895  -1.468  -0.001
N  -1.952  3.106  -2.767  0.000
C  -1.117  1.611  0.559  0.003
C  -1.804  2.375  1.494  -0.001
C  -1.476  2.259  2.849  -0.001
C  -0.482  1.350  3.203  0.002
C  0.102  0.550  2.226  0.000
N  -0.200  0.692  0.927  0.017
C  1.060  -0.521  2.566  0.001
C  1.236  -1.011  3.870  0.001
N  2.089  -1.977  4.136  0.000
C  2.768  -2.508  3.135  0.000
C  2.596  -2.060  1.829  0.002
N  1.759  -1.060  1.549  0.040
C  -2.117  3.102  3.860  0.002
C  -3.427  3.552  3.699  -0.001
C  -3.938  4.443  4.631  0.001
N  -3.256  4.865  5.678  0.000
C  -2.036  4.400  5.866  0.000
C  -1.413  3.525  4.988  0.000
H  -1.293  2.482  -4.604  0.000
H  0.013  0.533  -3.631  -0.001
H  -2.465  3.630  -0.878  0.000
H  -2.568  3.065  1.179  0.000
H  -0.215  1.236  4.239  0.001
H  0.668  -0.645  4.714  0.000
H  3.461  -3.298  3.387  0.000
H  3.132  -2.491  0.988  0.001
H  -4.034  3.197  2.880  0.000
H  -4.936  4.843  4.531  0.000
H  -1.532  4.745  6.757  0.000
H  -0.397  3.204  5.156  0.000
C  3.734  1.164  -3.563  0.007
Si  3.738  -0.058  -2.091  0.009
C  5.458  -0.842  -1.787  0.000
C  3.297  0.952  -0.513  0.007
N  2.371  -1.118  -2.199  0.171
C  2.145  -1.900  -3.299  0.022
C  3.123  -2.377  -4.196  0.024
C  2.800  -3.198  -5.257  -0.008
C  1.491  -3.598  -5.495  0.021
C  0.486  -3.119  -4.669  -0.013
C  0.837  -2.288  -3.635  0.010
F  -0.205  -1.749  -2.810  0.009
H  4.560  1.864  -3.493  0.001
H  2.814  1.745  -3.591  0.000
H  3.820  0.643  -4.511  -0.001
H  6.119  -0.140  -1.285  0.000
H  5.946  -1.129  -2.714  0.000
H  5.390  -1.731  -1.162  0.000
H  3.983  1.788  -0.422  0.000
H  3.419  0.355  0.390  0.000
H  2.279  1.371  -0.548  -0.001
H  4.151  -2.104  -4.020  -0.001
H  3.581  -3.535  -5.922  0.000
H  1.256  -4.274  -6.303  0.001
H  -0.550  -3.378  -4.814  0.000
O  -2.370  -3.156  3.570  0.001
S  -2.080  -2.061  2.711  -0.001
O  -1.941  -0.764  3.332  0.001
N  -0.740  -2.368  1.790  0.014
C  -1.045  -2.431  0.525  0.000
O  -0.220  -2.770  -0.370  0.027
C  -2.441  -2.014  0.183  0.004
C  -2.978  -1.765  -1.075  -0.001
C  -4.300  -1.343  -1.137  0.001
C  -5.068  -1.226  0.014  0.000
C  -4.530  -1.493  1.269  0.000
C  -3.206  -1.857  1.327  0.000
H  -2.401  -1.936  -1.976  -0.001
H  -4.745  -1.123  -2.094  0.000
H  -6.104  -0.940  -0.068  0.000
H  -5.127  -1.440  2.167  0.000

Atoms 1-6, force components in eV/Å:
2.6 2.7 -1.5
0.1 -0.1 0.1
0.0 -0.1 0.1
-0.4 0.8 0.0
0.2 0.0 -0.7
0.2 -0.4 0.4

[3]
C43H107BN3O14 | ωB97M-V/def2-TZVPD

The value obtained for the HOMO energy is -11.12 eV. The LUMO energy is -2.46 eV. Its energy above the lowest of the compared OMol25 structures with the same formula, charge and spin is 0.00 kJ/mol. Its charge is +1. Its spin multiplicity is 1. Its largest force on an atom is 1.0 eV/A.

Each line ends with the Löwdin charge.
CARTESIAN COORDINATES (ANGSTROEM)
C  -2.371  0.209  1.125  0.029
C  -3.571  0.484  0.640  -0.160
C  -3.872  0.574  -0.833  -0.117
C  -4.219  -0.803  -1.400  -0.278
O  -3.018  -1.513  -1.634  0.002
C  -3.159  -2.811  -2.145  -0.371
O  -1.939  -3.204  -2.663  -0.059
C  -0.961  -3.586  -1.676  -0.137
C  -0.437  -5.007  -1.877  -0.192
N  -1.016  -6.033  -1.025  -0.056
C  -2.322  -6.540  -1.448  -0.184
C  -3.418  -6.464  -0.377  -0.419
C  -3.575  -7.754  0.416  -0.037
O  -4.671  -6.085  -0.982  -0.071
C  -4.114  -2.892  -3.329  0.004
N  -5.391  -2.135  -3.119  -0.015
C  -6.392  -2.958  -2.300  -0.072
C  -7.369  -2.218  -1.393  -0.161
C  -8.699  -1.793  -2.061  -0.271
N  -9.864  -1.934  -1.192  0.003
C  -5.091  -0.731  -2.648  -0.194
C  -4.602  0.092  -3.857  0.012
B  -3.072  0.077  -4.324  -0.654
O  -2.826  -0.300  -5.629  0.164
O  -2.113  0.557  -3.488  0.186
H  -2.193  0.107  2.185  0.048
H  -1.519  0.094  0.463  0.075
H  -4.400  0.673  1.318  0.101
H  -3.004  0.955  -1.369  0.119
H  -4.725  1.237  -1.006  0.130
H  -4.795  -1.330  -0.621  0.154
H  -3.484  -3.493  -1.341  0.161
H  -0.145  -2.861  -1.729  0.125
H  -1.413  -3.481  -0.684  0.129
H  -0.608  -5.302  -2.916  0.126
H  0.646  -4.991  -1.734  0.117
H  -1.044  -5.703  -0.068  0.105
H  -2.198  -7.587  -1.756  0.123
H  -2.678  -5.995  -2.330  0.109
H  -3.195  -5.637  0.306  0.135
H  -4.035  -7.569  1.387  0.082
H  -2.614  -8.249  0.564  0.089
H  -4.238  -8.434  -0.126  0.087
H  -4.827  -6.704  -1.708  0.092
H  -3.631  -2.511  -4.228  0.142
H  -4.377  -3.936  -3.506  0.149
H  -5.788  -2.041  -4.052  0.178
H  -6.962  -3.508  -3.053  0.138
H  -5.815  -3.694  -1.741  0.112
H  -6.913  -1.352  -0.914  0.098
H  -7.599  -2.911  -0.579  0.127
H  -8.649  -0.755  -2.400  0.112
H  -8.883  -2.438  -2.925  0.101
H  -9.700  -1.520  -0.282  0.075
H  -10.071  -2.916  -1.048  0.074
H  -6.041  -0.305  -2.326  0.142
H  -4.885  1.132  -3.663  0.133
H  -5.207  -0.207  -4.722  0.119
H  -2.066  -0.870  -5.795  0.115
H  -1.221  0.215  -3.621  0.128
C  1.925  1.781  2.852  -0.051
C  0.788  2.365  2.033  -0.485
C  0.953  3.865  1.885  -0.049
O  -0.482  2.034  2.599  -0.072
H  1.920  2.198  3.863  0.088
H  1.833  0.698  2.931  0.068
H  2.882  2.010  2.383  0.072
H  0.787  1.902  1.043  0.134
H  0.908  4.356  2.863  0.072
H  0.155  4.286  1.270  0.083
H  1.911  4.115  1.427  0.064
H  -0.516  2.419  3.484  0.080
C  -4.023  2.234  5.715  -0.056
C  -2.963  1.253  5.242  -0.509
C  -3.373  -0.191  5.484  -0.061
O  -1.700  1.535  5.842  -0.052
H  -4.182  2.127  6.792  0.083
H  -3.709  3.259  5.521  0.081
H  -4.976  2.061  5.213  0.078
H  -2.785  1.402  4.174  0.115
H  -3.515  -0.369  6.553  0.082
H  -2.599  -0.872  5.128  0.078
H  -4.309  -0.426  4.975  0.077
H  -1.785  1.429  6.796  0.090
C  5.793  3.402  -0.582  -0.050
C  4.359  3.864  -0.373  -0.494
C  3.721  4.328  -1.672  -0.055
O  4.298  4.895  0.616  -0.061
H  6.398  4.223  -0.974  0.077
H  6.225  3.067  0.362  0.066
H  5.839  2.579  -1.297  0.078
H  3.778  3.041  0.052  0.121
H  4.271  5.176  -2.081  0.068
H  2.686  4.630  -1.504  0.076
H  3.731  3.530  -2.417  0.076
H  4.804  5.648  0.291  0.089
C  5.674  -1.330  0.417  -0.052
C  4.653  -0.665  1.320  -0.500
C  4.155  -1.613  2.400  -0.051
O  3.559  -0.131  0.569  -0.067
H  5.233  -2.186  -0.104  0.084
H  6.029  -0.629  -0.341  0.077
H  6.530  -1.689  0.989  0.060
H  5.106  0.211  1.791  0.128
H  3.662  -2.475  1.941  0.081
H  3.437  -1.115  3.051  0.066
H  4.981  -1.984  3.008  0.083
H  3.121  -0.864  0.124  0.081
C  -11.621  -2.987  -4.776  -0.070
C  -12.914  -3.416  -4.104  -0.501
C  -13.972  -2.327  -4.168  -0.059
O  -12.659  -3.788  -2.749  -0.061
H  -11.213  -2.120  -4.245  0.069
H  -10.883  -3.790  -4.734  0.073
H  -11.773  -2.711  -5.820  0.080
H  -13.296  -4.319  -4.583  0.138
H  -13.617  -1.429  -3.654  0.082
H  -14.888  -2.657  -3.679  0.082
H  -14.205  -2.058  -5.199  0.081
H  -12.332  -2.997  -2.302  0.066
C  10.422  -4.516  1.108  -0.060
C  9.551  -3.383  0.591  -0.500
C  10.361  -2.130  0.303  -0.063
O  8.499  -3.096  1.515  -0.070
H  10.906  -4.219  2.043  0.083
H  9.821  -5.403  1.304  0.079
H  11.202  -4.773  0.391  0.081
H  9.040  -3.705  -0.319  0.137
H  10.828  -1.773  1.226  0.081
H  9.718  -1.336  -0.078  0.075
H  11.152  -2.321  -0.423  0.080
H  8.905  -2.810  2.342  0.088
C  2.579  6.899  4.661  -0.059
C  1.127  7.273  4.906  -0.508
C  0.451  7.779  3.641  -0.060
O  1.017  8.231  5.957  -0.053
H  3.144  7.775  4.328  0.082
H  3.041  6.532  5.578  0.080
H  2.670  6.128  3.894  0.069
H  0.587  6.400  5.279  0.134
H  0.953  8.680  3.277  0.082
H  -0.590  8.032  3.838  0.079
H  0.483  7.030  2.848  0.067
H  1.482  9.029  5.680  0.086
C  8.569  1.129  2.731  -0.053
C  7.875  1.022  4.079  -0.505
C  7.573  2.386  4.676  -0.057
O  8.646  0.228  4.981  -0.052
H  9.532  1.637  2.834  0.085
H  8.764  0.133  2.330  0.063
H  7.960  1.684  2.015  0.069
H  6.942  0.466  3.960  0.128
H  8.502  2.938  4.841  0.082
H  7.067  2.279  5.636  0.080
H  6.941  2.978  4.012  0.078
H  9.484  0.679  5.129  0.087
C  7.737  3.699  -4.699  -0.057
C  6.309  4.190  -4.533  -0.506
C  5.683  4.592  -5.858  -0.058
O  6.248  5.265  -3.596  -0.070
H  8.362  4.493  -5.115  0.083
H  8.156  3.408  -3.735  0.078
H  7.785  2.843  -5.373  0.081
H  5.708  3.401  -4.074  0.125
H  6.249  5.412  -6.308  0.083
H  4.657  4.929  -5.710  0.079
H  5.680  3.758  -6.562  0.080
H  6.770  5.995  -3.948  0.092

Atoms 1-6, force components in eV/Å:
0.0 -0.1 0.0
-0.1 0.1 0.0
0.0 -0.1 0.1
-0.1 -0.2 0.3
0.1 0.2 -0.3
0.0 0.0 0.1